1.
ORCA calculation (ωB97M-V with the def2-TZVPD basis set) on a single C4H9NO molecule.

Last column: natural (NBO) charge in e.
Positions of all 15 atoms, in Å:
1 C -0.846 1.684 -1.480  -0.60
2 C -0.828 0.274 -0.913  -0.50
3 C 0.047 0.162 0.328  0.68
4 O 0.573 1.118 0.874  -0.63
5 N 0.251 -1.123 0.729  -0.62
6 C 1.222 -1.476 1.734  -0.42
7 H 0.173 2.024 -1.682  0.22
8 H -1.416 1.713 -2.414  0.21
9 H -1.290 2.385 -0.770  0.22
10 H -1.842 -0.072 -0.675  0.22
11 H -0.422 -0.431 -1.649  0.21
12 H -0.319 -1.851 0.329  0.39
13 H 1.742 -2.391 1.430  0.20
14 H 1.948 -0.663 1.805  0.23
15 H 0.754 -1.613 2.712  0.19

The electronic energy comes out at -287.8211 Ha. Its SMILES is CCC(=O)NC. The energy relative to the best compared isomer or geometry (same formula, charge and spin) is 0.310 eV. For the LUMO energy, the calculation gives 0.88 eV. As for the gap between HOMO and LUMO: 10.4727 eV.

2.
ORCA calculation (ωB97M-V with the def2-TZVPD basis set) on a single C4H9NO molecule.

Last column: natural (NBO) charge in e.
Positions of all 15 atoms, in Å:
1 C -1.052 -2.166 0.259  -0.60
2 C 0.173 -1.263 0.199  -0.50
3 C -0.202 0.214 0.149  0.68
4 O -1.299 0.633 0.488  -0.63
5 N 0.803 1.035 -0.274  -0.62
6 C 0.659 2.472 -0.339  -0.42
7 H -1.637 -2.094 -0.664  0.21
8 H -0.759 -3.211 0.401  0.21
9 H -1.703 -1.864 1.083  0.23
10 H 0.800 -1.410 1.090  0.22
11 H 0.803 -1.510 -0.667  0.21
12 H 1.674 0.620 -0.562  0.39
13 H 0.702 2.834 -1.373  0.19
14 H -0.319 2.720 0.078  0.24
15 H 1.437 2.974 0.247  0.19

The electronic energy comes out at -287.8225 Ha. Its SMILES is CCC(=O)NC. The energy relative to the best compared isomer or geometry (same formula, charge and spin) is 0.270 eV. For the LUMO energy, the calculation gives 0.89 eV. As for the gap between HOMO and LUMO: 10.5248 eV.

3.
ORCA calculation (ωB97M-V with the def2-TZVPD basis set) on a single C4H9NO molecule.

Last column: natural (NBO) charge in e.
Positions of all 15 atoms, in Å:
1 C 2.362 0.768 0.503  -0.62
2 C 1.213 0.151 -0.277  -0.23
3 N -0.128 0.198 0.285  -0.53
4 C -0.643 -0.958 0.337  0.43
5 O -1.941 -1.207 0.164  -0.49
6 C -2.691 -0.106 -0.345  -0.27
7 H 2.055 1.679 1.023  0.22
8 H 2.776 0.069 1.236  0.20
9 H 3.160 1.034 -0.198  0.21
10 H 1.431 -0.892 -0.551  0.16
11 H 1.102 0.673 -1.234  0.19
12 H -0.077 -1.891 0.463  0.14
13 H -3.458 -0.524 -0.998  0.19
14 H -2.034 0.568 -0.900  0.21
15 H -3.128 0.437 0.492  0.19

The electronic energy comes out at -287.7589 Ha. Its SMILES is CC/N=C/OC. The energy relative to the best compared isomer or geometry (same formula, charge and spin) is 2.001 eV. For the LUMO energy, the calculation gives 1.09 eV. As for the gap between HOMO and LUMO: 10.3359 eV.

4.
ORCA calculation (ωB97M-V with the def2-TZVPD basis set) on a single C4H9NO molecule.

Last column: natural (NBO) charge in e.
Positions of all 15 atoms, in Å:
1 C 1.352 -0.244 1.525  -0.43
2 N 1.397 -0.385 0.054  -0.63
3 C 0.230 0.075 -0.622  -0.14
4 C -0.481 -1.077 -1.430  -0.62
5 C -0.796 0.909 0.210  0.42
6 O -2.052 0.843 0.208  -0.52
7 H 1.911 -1.034 2.062  0.21
8 H 1.779 0.712 1.772  0.18
9 H 0.318 -0.286 2.026  0.21
10 H 2.287 0.079 -0.141  0.37
11 H 0.405 0.829 -1.432  0.21
12 H -0.391 -2.044 -1.049  0.22
13 H -1.459 -0.850 -1.821  0.22
14 H 0.209 -1.129 -2.239  0.20
15 H -0.244 1.692 0.686  0.11

The electronic energy comes out at -287.7358 Ha. Its SMILES is CN[C@@H](C)C=O. The energy relative to the best compared isomer or geometry (same formula, charge and spin) is 2.630 eV. For the LUMO energy, the calculation gives 0.75 eV. As for the gap between HOMO and LUMO: 9.8317 eV.

5.
ORCA calculation (ωB97M-V with the def2-TZVPD basis set) on a single C4H9NO molecule.

Last column: natural (NBO) charge in e.
Positions of all 15 atoms, in Å:
1 C -0.706 -1.981 0.642  -0.45
2 N -1.122 -0.593 0.811  -0.45
3 C -0.287 0.303 0.504  0.56
4 C -0.554 1.784 0.546  -0.69
5 O 0.994 -0.016 0.113  -0.55
6 C 1.273 0.236 -1.251  -0.26
7 H 0.242 -2.117 0.109  0.19
8 H -0.609 -2.441 1.631  0.20
9 H -1.481 -2.524 0.093  0.20
10 H 0.326 2.293 0.952  0.23
11 H -0.714 2.178 -0.467  0.22
12 H -1.435 2.024 1.143  0.24
13 H 2.056 -0.467 -1.543  0.20
14 H 1.627 1.263 -1.404  0.18
15 H 0.391 0.059 -1.879  0.18

The electronic energy comes out at -287.7701 Ha. Its SMILES is C/N=C(/C)OC. The energy relative to the best compared isomer or geometry (same formula, charge and spin) is 1.696 eV. For the LUMO energy, the calculation gives 0.98 eV. As for the gap between HOMO and LUMO: 10.7527 eV.

6.
ORCA calculation (ωB97M-V with the def2-TZVPD basis set) on 3 unconnected molecules or ions with the total composition C4H9NO.

Last column: natural (NBO) charge in e.
Positions of all 15 atoms, in Å:
1 C -1.897 -0.116 0.083  -0.30
2 N -0.666 -0.265 -0.434  -0.31
3 C 0.386 -1.170 0.048  -0.23
4 C 1.425 -0.134 -0.477  0.06
5 O 2.411 0.307 0.410  -0.70
6 C 0.211 0.749 -0.676  -0.15
7 H -2.345 -1.005 0.519  0.20
8 H -1.216 1.101 1.078  -0.02
9 H -2.571 0.564 -0.430  0.20
10 H 0.364 -2.159 -0.416  0.20
11 H 0.376 -1.251 1.141  0.20
12 H 1.954 -0.463 -1.376  0.18
13 H 1.964 0.819 1.098  0.47
14 H -0.429 1.446 0.791  -0.04
15 H 0.033 1.576 -1.358  0.21

The electronic energy comes out at -287.6394 Ha. The energy relative to the best compared isomer or geometry (same formula, charge and spin) is 5.254 eV. For the LUMO energy, the calculation gives 1.08 eV. As for the gap between HOMO and LUMO: 9.3073 eV.

7.
ORCA calculation (ωB97M-V with the def2-TZVPD basis set) on a single C4H9NO molecule.

Last column: natural (NBO) charge in e.
Positions of all 15 atoms, in Å:
1 C -0.646 1.432 -0.652  -0.66
2 C -0.304 0.011 -0.484  0.02
3 C -0.198 -1.023 -1.860  -0.63
4 C 0.017 -0.837 0.426  0.09
5 O -0.110 -0.014 1.836  -0.49
6 N 1.153 -0.010 2.512  -0.54
7 H -0.109 1.860 -1.503  0.22
8 H -0.353 1.965 0.260  0.24
9 H -1.720 1.548 -0.819  0.23
10 H 0.838 -1.023 -2.198  0.21
11 H -0.570 -2.040 -1.728  0.22
12 H -0.842 -0.539 -2.595  0.21
13 H 0.550 -1.752 0.599  0.22
14 H 1.295 0.950 2.828  0.33
15 H 1.000 -0.527 3.379  0.33

The electronic energy comes out at -287.6488 Ha. Its SMILES is CC(C)=CON. The energy relative to the best compared isomer or geometry (same formula, charge and spin) is 4.998 eV. For the LUMO energy, the calculation gives 1.08 eV. As for the gap between HOMO and LUMO: 9.9781 eV.

8.
ORCA calculation (ωB97M-V with the def2-TZVPD basis set) on a molecular structure, C4H9NO.

Last column: natural (NBO) charge in e.
Positions of all 15 atoms, in Å:
1 C -1.962 -0.176 -0.276  -0.83
2 C -0.704 0.469 -0.450  0.08
3 O -0.606 1.085 1.242  -0.86
4 C 0.582 -0.297 -0.597  -0.13
5 C 1.877 0.173 -0.064  -0.26
6 N 1.145 -0.910 0.601  -0.62
7 H -1.630 0.535 1.000  0.47
8 H -2.821 0.236 -0.799  0.23
9 H -1.959 -1.256 -0.139  0.21
10 H -0.696 1.433 -0.958  0.22
11 H -0.081 0.375 1.673  0.50
12 H 0.609 -0.878 -1.519  0.22
13 H 1.913 1.101 0.500  0.21
14 H 2.781 -0.073 -0.616  0.20
15 H 1.553 -1.818 0.400  0.37

The electronic energy comes out at -287.6522 Ha. The energy relative to the best compared isomer or geometry (same formula, charge and spin) is 4.905 eV. For the LUMO energy, the calculation gives 0.92 eV. As for the gap between HOMO and LUMO: 8.9513 eV.

Number 1: largest force on an atom 0.37 eV Å⁻¹, HOMO level -9.6 eV. Number 2: largest force on an atom 0.52 eV Å⁻¹, HOMO level -9.6 eV. Number 3: largest force on an atom 0.57 eV Å⁻¹, HOMO level -9.2 eV. Number 4: largest force on an atom 4.45 eV Å⁻¹, HOMO level -9.1 eV. Number 5: largest force on an atom 0.48 eV Å⁻¹, HOMO level -9.8 eV. Number 6: largest force on an atom 0.33 eV Å⁻¹, HOMO level -8.2 eV. Number 7: largest force on an atom 7.21 eV Å⁻¹, HOMO level -8.9 eV. Number 8: largest force on an atom 0.39 eV Å⁻¹, HOMO level -8.0 eV.